[1]
{
  "formula": "C25H39OW",
  "method": "wB97M-V/def2-TZVPD",
  "homo_energy_ev": [-10.23, -9.71],
  "multiplicity": 3,
  "s_squared": 2.12,
  "charge": 1,
  "symbols": ["C", "C", "C", "C", "C", "W", "C", "C", "H", "C", "H", "H", "C", "H", "H", "H", "C", "H", "H", "H", "C", "H", "H", "H", "C", "H", "H", "H", "C", "H", "H", "H", "C", "H", "H", "H", "C", "H", "H", "H", "C", "C", "C", "C", "H", "C", "H", "C", "H", "H", "H", "C", "C", "O", "C", "C", "H", "H", "H", "H", "H", "H", "H", "H", "H", "H"],
  "xyz": [[0.79, -2.11, 0.28], [1.70, -1.28, -0.47], [1.54, -1.58, -1.88], [0.43, -2.48, -1.99], [-0.01, -2.85, -0.66], [-0.38, -0.71, -0.91], [-1.83, 1.86, -0.56], [-1.31, 0.90, 0.52], [-0.68, 1.31, 1.32], [-1.92, -0.38, 0.69], [-2.90, -0.53, 0.24], [-1.76, -1.01, 1.56], [-2.66, 3.10, -0.08], [-2.11, 3.69, 0.66], [-2.77, 3.76, -0.95], [-3.67, 2.87, 0.26], [-2.63, 1.04, -1.58], [-2.19, 0.03, -1.83], [-3.68, 0.86, -1.29], [-2.64, 1.57, -2.54], [2.59, -0.25, 0.14], [2.03, 0.26, 0.94], [3.51, -0.64, 0.60], [2.91, 0.50, -0.59], [2.37, -1.07, -3.03], [2.79, -0.05, -2.90], [3.23, -1.72, -3.24], [1.79, -1.10, -3.97], [-0.16, -3.00, -3.26], [-0.18, -2.23, -4.04], [0.42, -3.85, -3.63], [-1.20, -3.33, -3.10], [-1.00, -3.93, -0.35], [-1.92, -3.84, -0.93], [-0.55, -4.91, -0.58], [-1.30, -3.92, 0.70], [0.78, -2.25, 1.77], [-0.09, -2.84, 2.09], [1.68, -2.76, 2.14], [0.73, -1.27, 2.25], [0.16, 1.05, -2.07], [-0.70, 2.30, -1.24], [-0.07, 1.45, -3.42], [0.01, 3.46, -1.40], [1.14, 0.55, -2.05], [0.44, 2.74, -3.70], [-0.36, 0.71, -4.17], [0.66, 3.64, -2.65], [0.10, 4.18, -0.59], [0.72, 2.97, -4.72], [1.23, 4.55, -2.83], [2.52, 0.69, 4.34], [1.06, 0.95, 4.04], [0.88, 1.64, 2.80], [0.90, 3.08, 2.85], [-0.18, 3.69, 3.73], [3.01, 0.16, 3.52], [2.61, 0.09, 5.24], [3.05, 1.64, 4.51], [0.53, 0.00, 3.91], [0.59, 1.51, 4.86], [1.89, 3.41, 3.19], [0.77, 3.39, 1.80], [0.08, 3.59, 4.79], [-0.26, 4.75, 3.51], [-1.16, 3.23, 3.56]]
}



[2]
{
  "formula": "C10H36N13O8",
  "method": "wB97M-V/def2-TZVPD",
  "homo_energy_ev": -7.31,
  "charge": -1,
  "symbols": ["O", "H", "C", "O", "N", "N", "H", "H", "H", "H", "C", "O", "N", "N", "H", "H", "H", "H", "C", "O", "N", "N", "H", "H", "H", "H", "C", "O", "N", "N", "H", "H", "H", "H", "C", "O", "N", "N", "H", "H", "H", "H", "C", "O", "N", "N", "H", "H", "H", "H", "C", "C", "C", "O", "C", "N", "H", "H", "H", "H", "H", "H", "H", "H", "H", "H", "H"],
  "xyz": [[-58.37, -5.81, 9.83], [-57.74, -6.53, 9.66], [-60.93, -7.86, 8.42], [-61.63, -8.65, 7.80], [-61.05, -6.61, 8.43], [-59.84, -8.12, 9.08], [-60.43, -6.04, 8.99], [-61.64, -6.18, 7.73], [-59.49, -9.05, 8.94], [-59.41, -7.31, 9.50], [-57.33, -6.36, 6.35], [-57.39, -6.40, 5.11], [-58.04, -5.61, 7.17], [-56.42, -7.11, 6.99], [-58.71, -4.96, 6.79], [-57.94, -5.82, 8.15], [-56.31, -7.11, 8.00], [-55.68, -7.52, 6.44], [-56.62, -2.85, 10.18], [-55.97, -1.88, 10.54], [-56.77, -3.19, 8.93], [-57.25, -3.60, 10.92], [-56.28, -2.70, 8.19], [-57.12, -4.12, 8.74], [-57.77, -4.32, 10.45], [-57.18, -3.52, 11.92], [-54.44, -9.41, 9.23], [-54.09, -10.39, 8.68], [-53.68, -8.51, 9.74], [-55.68, -9.11, 9.32], [-54.01, -7.61, 10.06], [-52.73, -8.73, 9.97], [-56.34, -9.78, 8.97], [-55.85, -8.42, 10.04], [-60.65, -3.10, 9.69], [-61.38, -2.11, 9.46], [-60.42, -3.55, 10.85], [-60.04, -3.84, 8.83], [-60.70, -2.91, 11.59], [-59.72, -4.26, 10.99], [-60.06, -3.49, 7.88], [-59.32, -4.48, 9.12], [-59.79, -6.65, 13.09], [-60.01, -6.90, 14.25], [-60.31, -7.27, 12.05], [-58.94, -5.80, 12.64], [-59.92, -7.08, 11.15], [-60.93, -8.04, 12.27], [-58.65, -5.81, 11.67], [-58.36, -5.35, 13.33], [-55.94, -7.33, 12.18], [-55.31, -5.98, 11.75], [-54.04, -5.48, 12.43], [-54.26, -5.29, 13.80], [-53.10, -4.80, 14.44], [-55.21, -5.94, 10.31], [-56.86, -7.72, 11.77], [-56.18, -7.26, 13.24], [-55.17, -8.09, 12.03], [-56.08, -5.32, 12.14], [-53.80, -4.52, 11.96], [-53.38, -6.32, 12.25], [-52.30, -5.50, 14.66], [-53.25, -4.30, 15.39], [-52.58, -4.07, 13.81], [-54.64, -5.12, 10.17], [-56.19, -5.73, 10.16]]
}



[3]
{
  "formula": "C47H64AsN4O4S3SiSr",
  "method": "wB97M-V/def2-TZVPD",
  "homo_energy_ev": -10.00,
  "charge": 1,
  "symbols": ["Sr", "C", "C", "C", "C", "O", "Si", "S", "O", "C", "C", "C", "C", "O", "C", "C", "C", "C", "H", "H", "H", "H", "H", "H", "H", "H", "H", "H", "H", "H", "H", "H", "H", "H", "H", "H", "H", "H", "H", "H", "H", "H", "H", "H", "H", "S", "C", "C", "C", "C", "C", "C", "N", "C", "C", "C", "C", "C", "C", "C", "C", "N", "C", "C", "C", "C", "C", "S", "C", "H", "H", "H", "H", "H", "H", "H", "H", "H", "H", "H", "H", "C", "As", "C", "C", "C", "C", "C", "C", "C", "C", "H", "H", "H", "H", "H", "H", "H", "H", "H", "H", "H", "H", "H", "C", "N", "C", "C", "C", "N", "C", "C", "O", "H", "H", "H", "H", "H", "H", "H", "H", "H", "H", "H", "H"],
  "xyz": [[0.07, 0.97, -0.22], [-3.34, -2.69, 1.85], [-3.13, -1.25, 1.38], [-3.41, -1.15, -0.12], [-4.06, -0.30, 2.13], [-1.76, -0.85, 1.54], [-0.73, -1.04, 2.84], [0.94, 0.05, 2.24], [-0.48, -2.61, 3.19], [0.55, -3.59, 2.99], [0.91, -3.70, 1.51], [1.79, -3.24, 3.81], [-0.03, -4.91, 3.47], [-1.51, -0.40, 4.13], [-1.23, -0.52, 5.54], [-1.67, -1.89, 6.03], [0.26, -0.28, 5.80], [-2.04, 0.56, 6.23], [-4.36, -3.00, 1.66], [-3.14, -2.77, 2.91], [-2.65, -3.36, 1.32], [-4.42, -1.49, -0.35], [-2.69, -1.77, -0.66], [-3.29, -0.11, -0.46], [-5.10, -0.62, 2.03], [-3.97, 0.71, 1.74], [-3.79, -0.29, 3.19], [1.28, -2.74, 1.16], [0.02, -3.97, 0.94], [1.67, -4.46, 1.35], [2.19, -2.28, 3.49], [2.55, -4.00, 3.69], [1.53, -3.17, 4.87], [-0.93, -5.16, 2.91], [-0.29, -4.85, 4.53], [0.70, -5.71, 3.34], [-1.15, -2.67, 5.48], [-2.75, -2.01, 5.87], [-1.46, -2.00, 7.09], [0.85, -1.07, 5.33], [0.46, -0.28, 6.87], [0.56, 0.67, 5.37], [-3.10, 0.43, 6.01], [-1.72, 1.55, 5.89], [-1.90, 0.50, 7.31], [-3.38, 5.47, 4.71], [-4.34, 4.64, 5.86], [-4.56, 3.35, 5.51], [-3.94, 3.01, 4.28], [-3.27, 4.06, 3.71], [-2.60, 4.09, 2.42], [-1.98, 2.94, 1.87], [-1.46, 2.90, 0.66], [-1.52, 4.01, -0.12], [-2.03, 5.23, 0.37], [-2.05, 6.39, -0.47], [-1.61, 6.34, -1.74], [-1.10, 5.11, -2.28], [-0.66, 5.02, -3.60], [-0.19, 3.82, -4.11], [-0.16, 2.73, -3.22], [-0.57, 2.79, -1.96], [-1.04, 3.96, -1.47], [0.26, 3.70, -5.49], [0.43, 4.70, -6.42], [0.88, 4.23, -7.68], [1.05, 2.88, -7.70], [0.67, 2.17, -6.20], [-2.56, 5.25, 1.66], [-4.68, 5.15, 6.74], [-5.14, 2.66, 6.10], [-4.01, 2.03, 3.81], [-1.91, 2.04, 2.47], [-2.45, 7.31, -0.05], [-1.63, 7.21, -2.38], [-0.72, 5.90, -4.23], [0.20, 1.76, -3.55], [0.24, 5.74, -6.22], [1.06, 4.88, -8.52], [1.37, 2.27, -8.53], [-2.99, 6.16, 2.05], [-1.91, -1.97, -3.58], [-0.43, -1.08, -2.64], [0.86, -1.17, -4.11], [0.26, -2.58, -1.53], [0.78, -3.77, -2.27], [-0.07, -4.81, -2.65], [0.42, -5.90, -3.36], [1.76, -5.97, -3.70], [2.62, -4.94, -3.31], [2.13, -3.86, -2.61], [-1.55, -2.89, -4.05], [-2.28, -1.29, -4.35], [-2.73, -2.20, -2.90], [0.92, -2.19, -4.48], [1.83, -0.85, -3.74], [0.55, -0.51, -4.92], [-0.56, -2.86, -0.87], [1.05, -2.14, -0.92], [-1.12, -4.77, -2.38], [-0.25, -6.70, -3.64], [2.14, -6.82, -4.24], [3.67, -5.00, -3.56], [2.80, -3.06, -2.29], [3.46, 1.50, -3.97], [4.18, 0.68, -3.02], [5.50, 0.21, -3.40], [6.46, 0.40, -2.24], [5.91, -0.38, -1.06], [4.48, -0.14, -0.86], [4.00, -0.49, 0.46], [3.66, 0.42, -1.78], [2.46, 0.71, -1.54], [4.04, 2.38, -4.22], [2.51, 1.80, -3.53], [3.25, 0.94, -4.89], [5.82, 0.78, -4.27], [5.46, -0.85, -3.68], [6.53, 1.46, -1.99], [7.45, 0.04, -2.49], [6.42, -0.09, -0.14], [6.07, -1.45, -1.21], [4.41, 0.19, 1.21], [4.31, -1.51, 0.71], [2.92, -0.44, 0.51]]
}



Looking at total energy for the records above, in order, we have -1117.8109, -1716.5376, -6100.1024 hartree.
Looking at ΔE to the lowest compared entry with this formula, charge and spin for the records above, in order, we have 4.935, 0.000, 0.000 eV.